An isolated ion of composition C6H13N and charge +1 in a non-equilibrium geometry. Source: OMol25; level of theory: ωB97M-V/def2-TZVPD.

Element x y z (Å)
N (1.244, -1.715, -0.291)
C (-0.150, 1.777, -0.055)
C (-1.514, -0.253, -0.657)
C (1.016, -0.317, 0.103)
C (2.288, 0.452, 0.440)
C (-0.191, 0.292, -0.173)
C (-2.584, -0.357, 0.507)
H (0.479, -2.261, 0.011)
H (2.075, -2.140, 0.110)
H (-1.256, 2.209, 0.023)
H (-2.083, -1.034, 1.203)
H (-1.479, -1.197, -1.157)
H (-3.487, -0.723, 0.046)
H (3.046, 0.204, -0.236)
H (-2.653, 0.646, 0.901)
H (0.239, 2.338, -1.054)
H (0.295, 2.077, 0.807)
H (2.196, 1.549, 0.379)
H (-1.920, 0.344, -1.418)
H (2.646, 0.421, 1.429)

Computed properties:
* expectation value of S²: 0.756
* HOMO energy (alpha / beta): -0.526 / -0.594 Ha
* gap between HOMO and LUMO (alpha / beta): 10.774 / 8.935 eV
* ΔE to the lowest compared entry with this formula, charge and spin: 29.0 kcal/mol
* spin multiplicity: 2
* total charge: +1
* E_tot: -7913.9564 eV

These are the Mulliken partial charges, in e, on atoms 1 to 2:
1 N -0.428
2 C -1.673



An isolated ion of composition C6H13N2 and charge +1 in a non-equilibrium geometry. Source: OMol25; level of theory: ωB97M-V/def2-TZVPD.

Element x y z (Å)
N (2.852, 1.349, 0.194)
N (-0.788, -0.385, 1.452)
C (0.830, 0.095, -0.450)
C (2.121, 0.239, 0.227)
C (-2.255, -0.270, 1.224)
C (0.523, -0.447, -1.624)
C (0.013, 0.564, 0.660)
C (-0.858, -0.622, -2.152)
H (2.449, -0.549, 0.890)
H (-1.537, 0.092, -1.693)
H (-2.485, -0.548, 0.199)
H (0.185, 1.504, 1.150)
H (-0.863, -0.472, -3.229)
H (-0.622, -0.239, 2.457)
H (1.327, -0.793, -2.255)
H (-0.506, -1.345, 1.215)
H (-2.564, 0.760, 1.386)
H (3.569, 1.545, 0.874)
H (-1.219, -1.635, -1.971)
H (-2.792, -0.922, 1.909)
H (2.620, 2.078, -0.462)

Computed properties:
* HOMO energy (alpha / beta): -0.411 / -0.411 Ha
* gap between HOMO and LUMO (alpha / beta): 8.190 / 8.192 eV
* ΔE to the lowest compared entry with this formula, charge and spin: 68.3 kcal/mol
* spin multiplicity: 1
* total charge: +1
* E_tot: -9403.9062 eV

These are the Mulliken partial charges, in e, on atoms 1 to 2:
1 N -0.281
2 N -0.065



A 2-piece molecular cluster, C6H13N2O overall in a non-equilibrium geometry. Source: OMol25; level of theory: ωB97M-V/def2-TZVPD.

Element x y z (Å)
O (2.271, 1.241, 1.061)
N (-0.508, -0.213, 0.186)
N (0.199, 2.402, 1.431)
C (1.056, -1.623, -0.953)
C (0.836, -0.374, -1.700)
C (0.332, -1.347, 0.404)
C (1.308, 1.911, 1.086)
C (-0.482, 0.086, -1.224)
C (-1.757, -0.084, 0.916)
H (0.906, -0.642, -2.754)
H (-0.010, 3.325, 1.490)
H (-0.692, 1.928, 1.657)
H (0.622, -2.543, -1.488)
H (-1.847, -0.665, 1.748)
H (-1.407, -0.370, -1.757)
H (-2.629, -0.300, 0.342)
H (-0.487, 1.222, -1.536)
H (1.498, 0.363, -1.369)
H (-1.823, 0.970, 1.326)
H (-0.331, -2.081, 0.568)
H (1.995, -2.001, -0.758)
H (0.951, -1.203, 1.324)

Computed properties:
* HOMO energy: -0.454 Ha
* gap between HOMO and LUMO: 6.526 eV
* ΔE to the lowest compared entry with this formula, charge and spin: 97.6 kcal/mol
* spin multiplicity: 1
* total charge: +1
* E_tot: -11450.4839 eV

These are the Mulliken partial charges, in e, on atoms 1 to 2:
1 O -0.169
2 N 0.151



An isolated ion of composition C6H13N2O2 and charge +1 in a non-equilibrium geometry. Source: OMol25; level of theory: ωB97M-V/def2-TZVPD.

Element x y z (Å)
O (-2.727, 0.336, -0.852)
O (-4.116, 0.019, -0.830)
N (-2.954, -0.267, 1.458)
N (-2.216, -0.041, 0.579)
C (1.389, 1.107, 0.199)
C (-0.753, -0.002, 0.625)
C (-0.044, 1.197, -0.155)
C (1.362, -1.370, 0.105)
C (-0.157, -1.345, 0.034)
C (1.928, -0.112, -0.473)
H (3.051, -0.106, -0.553)
H (-0.603, 0.261, 1.657)
H (-4.007, -0.138, 1.254)
H (-0.440, 2.160, 0.193)
H (1.818, 2.018, -0.353)
H (-0.384, -1.478, -1.012)
H (1.663, 1.330, 1.170)
H (1.519, 0.073, -1.416)
H (1.835, -2.095, -0.437)
H (-4.310, 0.040, -1.727)
H (1.744, -1.412, 1.046)
H (-0.639, -2.268, 0.556)
H (-0.307, 1.170, -1.160)

Computed properties:
* HOMO energy: -0.531 Ha
* gap between HOMO and LUMO: 9.126 eV
* ΔE to the lowest compared entry with this formula, charge and spin: 185.7 kcal/mol
* spin multiplicity: 1
* total charge: +1
* SMILES: [H]/N=[N+](\OO)C1CCCCC1
* E_tot: -13494.3943 eV

These are the Mulliken partial charges, in e, on atoms 1 to 2:
1 O -0.080
2 O -0.377



One molecule with the formula C6H13N2O3PS in a non-equilibrium geometry. Source: OMol25; level of theory: ωB97M-V/def2-TZVPD.

Element x y z (Å)
S (2.125, -0.329, 2.199)
P (0.581, 0.351, 1.330)
O (0.835, 1.781, 0.692)
O (1.269, -0.210, -3.031)
O (-1.193, -0.964, -2.010)
N (-0.641, 0.838, 2.364)
N (-0.305, -0.427, 0.036)
C (-1.996, -1.205, 1.572)
C (-1.391, -0.417, 2.827)
C (-0.380, -0.396, -1.343)
C (-0.921, -1.689, 0.610)
C (0.777, 0.493, -1.925)
C (2.393, 0.271, -3.682)
H (2.632, -0.476, -4.484)
H (-1.340, 1.384, 1.901)
H (2.438, 1.259, -4.333)
H (-2.167, -0.061, 3.594)
H (-0.052, -2.308, 1.012)
H (-2.591, -2.106, 1.999)
H (-1.394, -2.293, -0.279)
H (3.337, 0.190, -3.087)
H (1.651, 1.948, 0.395)
H (0.428, 1.543, -2.126)
H (1.553, 0.560, -1.105)
H (-0.685, -1.086, 3.304)
H (-2.627, -0.575, 1.038)

Computed properties:
* HOMO energy: -0.344 Ha
* gap between HOMO and LUMO: 9.940 eV
* ΔE to the lowest compared entry with this formula, charge and spin: 5.9 kcal/mol
* spin multiplicity: 1
* SMILES: COCC(=O)N1CCCN[P@@]1(O)=S
* E_tot: -35679.7426 eV

These are the Mulliken partial charges, in e, on atoms 1 to 2:
1 S -0.362
2 P 0.467



One molecule with the formula C6H13N3O in a non-equilibrium geometry. Source: OMol25; level of theory: ωB97M-V/def2-TZVPD.

Element x y z (Å)
O (2.682, 1.728, 0.166)
N (1.192, -1.541, 0.036)
N (3.541, -0.144, -0.168)
N (-2.470, 0.406, -1.182)
C (-0.027, 0.549, -0.703)
C (1.093, -0.093, 0.129)
C (-1.705, 0.792, 1.220)
C (2.415, 0.560, -0.269)
C (-2.161, -0.923, -0.649)
C (-1.419, 0.271, -0.171)
H (0.943, 0.166, 1.189)
H (0.132, 1.637, -0.731)
H (-2.881, -1.386, 0.029)
H (-2.782, 0.775, 1.434)
H (0.037, 0.176, -1.737)
H (0.873, -1.866, -0.874)
H (0.602, -1.990, 0.729)
H (3.403, -1.125, 0.053)
H (-1.206, 0.181, 1.985)
H (4.096, 0.843, 0.312)
H (-3.325, 0.768, -0.767)
H (-1.345, 1.827, 1.324)
H (-1.689, -1.610, -1.355)

Computed properties:
* HOMO energy: -0.339 Ha
* gap between HOMO and LUMO: 9.771 eV
* ΔE to the lowest compared entry with this formula, charge and spin: 82.4 kcal/mol
* spin multiplicity: 1
* SMILES: C[C@@]1(C[C@@H](N)C(N)=O)CN1
* E_tot: -12948.1414 eV

These are the Mulliken partial charges, in e, on atoms 1 to 2:
1 O -0.702
2 N -0.663